w.
17
Properties=species:S:1:pos:R:3 method="wB97M-V/def2-TZVPD" homo_ev=-8.1717 charge=0
C -2.259 -0.599 -2.168
C -1.581 -0.105 -1.264
C 0.720 -0.820 1.208
C -0.621 -0.101 1.135
C 1.199 0.079 -0.802
C -0.732 0.466 -0.253
O 1.695 -0.122 0.465
O -0.649 0.846 2.154
O 1.742 1.081 -1.402
F -0.705 1.795 -0.316
H -2.553 -1.165 -2.990
H 1.152 -1.037 2.313
H 0.729 -1.729 0.610
H -1.501 -0.673 1.400
H 0.907 -0.809 -1.288
H 0.148 1.297 2.023
H 2.310 1.595 -0.827



x.
17
Properties=species:S:1:pos:R:3 method="wB97M-V/def2-TZVPD" homo_ev=-8.0339 charge=0
C 2.100 1.685 -0.846
C 2.356 0.317 -0.983
C 1.008 1.778 -0.037
C -1.956 -0.676 0.131
C -1.616 -1.253 1.319
C 1.218 -0.311 -0.475
O 0.499 0.520 0.141
O -2.571 0.571 -0.084
O -1.134 -2.561 1.406
F 0.777 -1.551 -0.406
H 2.755 2.409 -1.375
H 3.004 -0.125 -1.780
H 0.513 2.682 0.330
H -1.567 -1.090 -0.759
H -1.648 -0.578 2.241
H -2.831 1.146 0.692
H -0.907 -2.962 0.486



Which structure loses on stability? w does.